i | {"formula": "H35O17", "method": "ωB97M-V/def2-TZVPD", "gap_ev": 10.6, "charge": 1, "symbols": ["O", "O", "O", "O", "O", "O", "O", "O", "O", "O", "O", "O", "O", "O", "O", "O", "O", "H", "H", "H", "H", "H", "H", "H", "H", "H", "H", "H", "H", "H", "H", "H", "H", "H", "H", "H", "H", "H", "H", "H", "H", "H", "H", "H", "H", "H", "H", "H", "H", "H", "H", "H"], "xyz": [[-0.45, 0.66, 3.65], [-0.46, 3.10, -4.50], [2.98, -2.00, -4.15], [-0.26, 0.93, -1.58], [-1.16, -3.61, -0.55], [0.90, -0.91, 1.65], [-0.74, -2.94, 2.67], [2.29, -0.03, 3.58], [2.78, 2.67, -1.43], [-3.21, -2.20, -0.79], [0.09, 2.45, 1.44], [3.17, -1.88, 2.22], [-4.54, 1.77, 0.73], [0.47, -0.36, -3.99], [-2.86, -0.30, 2.36], [0.69, -1.39, -0.75], [0.42, 3.92, -0.98], [0.37, 3.68, -0.04], [-0.88, -3.85, 3.14], [-0.64, 3.99, -4.14], [-1.34, 0.37, 3.72], [0.75, -0.43, -4.95], [-0.39, 1.48, 4.27], [-2.59, -2.81, -0.47], [0.30, -1.49, 2.21], [-1.58, -2.60, 3.24], [0.29, -0.51, -1.10], [3.05, -2.66, 2.75], [-1.31, -4.59, -0.41], [0.01, -2.15, -1.01], [0.49, 1.87, 1.88], [1.96, 3.18, -1.52], [1.47, 0.18, 3.73], [0.19, 3.20, 2.15], [3.47, 3.18, -1.88], [2.29, -2.17, -3.49], [2.76, 0.76, 3.49], [3.60, -1.22, 2.76], [0.16, 1.89, -1.20], [3.25, -1.19, -3.74], [1.19, 0.07, -3.49], [-4.82, 2.21, -0.17], [1.79, -1.25, 1.98], [-4.00, -2.68, -1.01], [-3.21, 0.02, 1.41], [0.15, 0.83, -2.48], [0.78, -1.05, 0.60], [-3.34, -1.04, 2.35], [-3.66, 2.13, 0.92], [-0.13, 4.67, -1.03], [-0.91, -3.67, -1.49], [-0.22, 2.73, -3.66]]}

=====

ii | {"formula": "H35O17", "method": "ωB97M-V/def2-TZVPD", "gap_ev": 9.8, "charge": 1, "symbols": ["O", "O", "O", "O", "O", "O", "O", "O", "O", "O", "O", "O", "O", "O", "O", "O", "O", "H", "H", "H", "H", "H", "H", "H", "H", "H", "H", "H", "H", "H", "H", "H", "H", "H", "H", "H", "H", "H", "H", "H", "H", "H", "H", "H", "H", "H", "H", "H", "H", "H", "H", "H"], "xyz": [[-1.06, -0.95, 2.89], [1.72, -3.66, 3.40], [0.54, -1.91, -0.05], [-1.77, 0.43, -0.16], [2.22, 1.49, 3.31], [-1.56, -3.75, 1.19], [-3.38, 1.33, -3.12], [1.14, 1.08, -0.73], [-1.63, 2.32, 1.75], [-0.03, -0.63, -2.40], [4.21, -1.75, -1.12], [-0.63, 1.47, -4.79], [-1.84, 2.98, -1.40], [3.14, -0.05, 0.48], [2.85, -1.60, 2.38], [-4.20, 0.05, 0.74], [0.47, 3.63, -2.55], [-2.28, 0.77, -0.87], [-2.46, 1.17, -3.29], [-0.74, -4.23, 1.33], [1.90, -3.57, 4.30], [4.49, -1.37, -1.98], [0.54, 0.34, -0.33], [-1.98, 0.87, 0.69], [2.04, 2.41, 3.36], [-4.38, -0.88, 0.69], [0.93, 1.03, -1.69], [3.30, -0.85, -0.20], [0.09, -1.48, 0.78], [3.13, 1.34, 3.36], [-2.15, 3.00, 1.24], [0.02, 0.78, -4.62], [-1.81, -1.28, 3.38], [2.67, -0.80, 1.11], [-2.56, 3.08, -2.03], [-0.13, 2.19, -5.19], [-5.04, 0.50, 0.75], [-2.26, 2.23, -0.90], [2.38, -2.36, 2.74], [1.04, -4.26, 3.17], [-0.36, -0.67, 3.47], [-0.94, -0.43, -2.22], [-0.16, 4.35, -2.54], [-2.14, -4.41, 0.78], [0.59, 3.56, -1.60], [-2.34, 1.91, 2.33], [0.31, -1.49, -2.15], [4.62, -2.62, -1.04], [-0.10, -2.66, -0.06], [3.85, -1.68, 2.39], [-4.02, 1.29, -3.83], [2.38, 0.61, -0.02]]}

=====

Decreasing stability: ii, i

=====

i | {"formula": "CH4NO", "method": "ωB97M-V/def2-TZVPD", "gap_ev": 7.0, "charge": -1, "symbols": ["O", "N", "C", "H", "H", "H", "H"], "xyz": [[1.54, 0.47, -0.93], [-1.47, -0.13, 0.90], [-0.53, -0.51, 0.14], [2.33, 0.88, -0.60], [-0.61, -1.44, -0.47], [-1.31, 0.71, 1.51], [0.72, 0.04, -0.17]]}

=====

ii | {"formula": "CH4NO", "method": "ωB97M-V/def2-TZVPD", "gap_ev": 6.6, "charge": -1, "symbols": ["O", "N", "C", "H", "H", "H", "H"], "xyz": [[1.72, -0.04, 0.30], [-0.70, 0.51, -0.66], [-1.34, -0.31, 0.04], [1.74, -0.33, 1.22], [-2.30, 0.11, 0.45], [0.77, 0.18, -0.08], [-1.09, -1.32, 0.47]]}

=====

iii | {"formula": "CH4NO", "method": "ωB97M-V/def2-TZVPD", "gap_ev": 7.0, "charge": -1, "symbols": ["O", "N", "C", "H", "H", "H", "H"], "xyz": [[0.86, -2.14, 0.99], [-0.43, 1.79, -0.65], [-0.75, 0.54, -0.38], [1.74, -2.21, 0.66], [0.09, -0.09, -0.01], [0.17, 2.11, 0.08], [-1.68, 0.00, -0.69]]}

=====

Decreasing stability: ii, i, iii

=====

i | {"formula": "CH4NO", "method": "ωB97M-V/def2-TZVPD", "gap_ev": [6.2, 6.0], "charge": -1, "symbols": ["O", "N", "C", "H", "H", "H", "H"], "xyz": [[-1.73, -0.17, 0.32], [-0.84, 0.38, -0.28], [0.53, -0.43, -0.13], [0.67, -0.78, 0.88], [1.48, 0.16, -0.15], [0.51, -1.14, -0.98], [-0.63, 1.99, 0.34]]}

=====

ii | {"formula": "CH4NO", "method": "ωB97M-V/def2-TZVPD", "gap_ev": 7.6, "charge": -1, "symbols": ["O", "N", "C", "H", "H", "H", "H"], "xyz": [[0.01, 0.81, 0.89], [-0.24, -0.39, -1.18], [0.26, -0.38, 0.43], [-0.04, -1.33, 0.95], [-1.26, -0.18, -0.90], [1.35, -0.55, 0.07], [-0.01, 0.55, -1.54]]}

=====

Decreasing stability: ii, i

=====

i | {"formula": "C23H43Cl10FN4O4", "method": "ωB97M-V/def2-TZVPD", "gap_ev": 9.7, "symbols": ["Cl", "Cl", "Cl", "Cl", "Cl", "Cl", "Cl", "Cl", "Cl", "Cl", "F", "O", "O", "O", "O", "N", "N", "N", "N", "C", "C", "C", "C", "C", "C", "C", "C", "C", "C", "C", "C", "C", "C", "C", "C", "C", "C", "C", "C", "C", "C", "C", "H", "H", "H", "H", "H", "H", "H", "H", "H", "H", "H", "H", "H", "H", "H", "H", "H", "H", "H", "H", "H", "H", "H", "H", "H", "H", "H", "H", "H", "H", "H", "H", "H", "H", "H", "H", "H", "H", "H", "H", "H", "H", "H"], "xyz": [[5.07, -4.39, 2.02], [-5.14, -2.67, 1.47], [-1.43, -6.02, 5.18], [2.63, -2.34, -2.73], [-2.35, 2.40, -4.19], [4.72, -0.68, -3.87], [0.40, -7.32, 3.35], [4.32, -1.66, 1.25], [-3.89, -4.60, -0.23], [0.04, 3.61, -2.97], [-1.08, 1.60, -0.37], [-4.54, 1.06, -0.38], [0.43, 7.10, 1.64], [1.15, -5.12, 0.91], [2.29, 2.36, -1.15], [3.46, 3.87, 0.13], [1.27, -6.98, -0.39], [0.06, 5.19, 0.46], [-5.61, 2.69, -1.49], [-0.68, 2.18, -3.77], [0.19, -5.13, -1.25], [-6.80, 1.89, -1.85], [3.27, 1.66, 0.88], [-0.14, -1.91, 1.61], [0.26, -0.38, -0.19], [-0.22, -5.75, 3.91], [3.73, -3.34, 1.67], [2.17, -7.76, 0.43], [2.96, 2.66, -0.18], [-0.78, 0.44, 0.35], [3.55, -0.82, -2.50], [0.09, 7.36, -0.70], [3.30, 5.01, -0.74], [-4.62, 2.22, -0.71], [-3.56, 3.26, -0.30], [0.86, -5.74, -0.07], [0.14, 6.54, 0.60], [-1.26, -1.13, 2.11], [-1.49, 0.05, 1.48], [0.53, -1.53, 0.48], [0.08, 4.29, 1.64], [-3.74, -3.04, 0.53], [0.30, -5.70, -2.17], [1.60, -8.57, 0.88], [-4.04, 4.12, 0.17], [0.93, -7.33, -1.27], [2.94, 0.08, -2.56], [-0.18, 4.84, 2.54], [-0.88, -5.04, -1.06], [0.75, 6.96, -1.47], [-3.04, 3.68, -1.16], [3.86, 3.97, 1.05], [-0.65, 1.29, -3.13], [2.67, -7.18, 1.21], [-2.31, 0.68, 1.78], [4.09, -0.75, -1.55], [3.21, -3.46, 2.62], [0.62, -4.17, -1.53], [3.27, 1.97, 1.92], [-2.83, 2.84, 0.39], [-1.66, -1.44, 3.07], [4.21, 5.61, -0.82], [3.12, -3.71, 0.84], [0.55, 8.32, -0.47], [0.19, -2.80, 2.14], [-0.58, -5.17, 3.05], [2.59, 5.66, -0.23], [0.52, -5.13, 4.41], [-6.79, 0.86, -1.48], [-3.53, -2.22, -0.16], [1.08, 3.87, 1.78], [3.01, -8.16, -0.14], [4.26, 1.25, 0.71], [-5.47, 3.66, -1.72], [1.41, -2.11, 0.26], [0.79, -0.05, -1.07], [2.94, 4.73, -1.73], [-2.97, -3.07, 1.30], [-0.61, 3.44, 1.56], [0.04, 4.79, -0.46], [-7.81, 2.22, -1.61], [2.68, 0.74, 0.80], [-6.85, 1.87, -2.94], [-0.18, 1.99, -4.71], [-0.91, 7.49, -1.12]]}

=====

ii | {"formula": "C23H43Cl10FN4O4", "method": "ωB97M-V/def2-TZVPD", "gap_ev": 8.6, "symbols": ["Cl", "Cl", "Cl", "Cl", "Cl", "Cl", "Cl", "Cl", "Cl", "Cl", "F", "O", "O", "O", "O", "N", "N", "N", "N", "C", "C", "C", "C", "C", "C", "C", "C", "C", "C", "C", "C", "C", "C", "C", "C", "C", "C", "C", "C", "C", "C", "C", "H", "H", "H", "H", "H", "H", "H", "H", "H", "H", "H", "H", "H", "H", "H", "H", "H", "H", "H", "H", "H", "H", "H", "H", "H", "H", "H", "H", "H", "H", "H", "H", "H", "H", "H", "H", "H", "H", "H", "H", "H", "H", "H"], "xyz": [[5.47, 9.90, -3.82], [16.43, 4.78, -11.10], [12.31, 12.01, -3.15], [12.29, 12.90, -6.02], [8.13, 10.78, -3.88], [17.81, 3.69, -5.25], [16.68, 6.29, -5.80], [15.51, 6.44, -8.75], [8.19, 11.37, -7.96], [10.53, 12.28, -9.66], [12.88, 6.93, -4.14], [11.46, 5.69, -10.39], [15.78, 12.03, -6.94], [17.22, 5.34, -0.16], [10.40, 9.10, -13.48], [10.44, 8.01, -11.46], [16.15, 10.85, -8.76], [15.24, 5.49, -1.02], [12.77, 3.97, -9.58], [12.48, 7.79, -5.11], [13.34, 8.00, -6.20], [6.96, 9.84, -2.95], [13.15, 12.04, -4.75], [14.22, 12.23, -8.70], [16.38, 6.06, -0.64], [16.65, 7.57, -0.73], [11.75, 9.49, -7.15], [11.31, 8.53, -5.03], [15.43, 11.69, -8.08], [10.91, 9.35, -6.05], [12.01, 5.09, -9.45], [12.98, 8.81, -7.27], [17.33, 10.15, -8.29], [16.32, 4.94, -9.32], [10.51, 9.16, -10.59], [16.40, 4.76, -4.99], [14.08, 6.14, -1.54], [10.42, 6.77, -13.58], [9.10, 12.74, -8.61], [13.09, 3.42, -10.89], [10.37, 8.07, -12.81], [11.66, 5.54, -8.04], [9.96, 9.86, -6.07], [13.71, 5.56, -2.39], [14.37, 12.50, -9.74], [14.29, 7.50, -6.29], [17.73, 7.71, -0.67], [11.15, 6.82, -14.39], [10.59, 5.37, -7.89], [15.16, 4.48, -1.03], [11.68, 6.63, -8.02], [13.59, 4.10, -11.59], [13.06, 3.59, -8.69], [17.58, 10.44, -7.27], [15.69, 10.66, -9.64], [10.69, 8.48, -4.15], [15.51, 4.31, -5.42], [13.63, 8.90, -8.14], [16.34, 7.99, -1.69], [9.50, 13.35, -7.80], [16.07, 8.06, 0.05], [11.50, 9.21, -10.14], [10.34, 10.10, -11.13], [8.38, 13.32, -9.18], [14.31, 7.07, -2.06], [17.33, 4.91, -8.89], [7.37, 8.82, -2.94], [16.23, 4.93, -3.93], [13.38, 11.55, -8.54], [13.68, 2.52, -10.75], [13.28, 11.01, -5.07], [11.41, 10.15, -7.94], [12.19, 3.19, -11.47], [9.43, 6.56, -13.99], [15.78, 4.09, -8.91], [13.23, 6.16, -0.86], [6.85, 10.19, -1.93], [9.77, 9.03, -9.80], [13.93, 13.22, -8.35], [10.70, 5.94, -12.94], [14.14, 12.49, -4.64], [17.17, 9.07, -8.33], [12.33, 5.18, -7.26], [18.17, 10.46, -8.91], [10.55, 7.11, -11.02]]}

=====

Decreasing stability: ii, i

=====

i | {"formula": "C2H3N3", "method": "ωB97M-V/def2-TZVPD", "gap_ev": 11.4, "symbols": ["N", "N", "N", "C", "C", "H", "H", "H"], "xyz": [[-0.07, 0.36, 1.19], [-0.14, 1.19, 0.17], [0.00, 0.66, -1.03], [0.16, -0.82, 0.62], [0.17, -0.63, -0.78], [0.32, -1.69, 1.25], [-0.43, 2.15, 0.25], [-0.01, -1.21, -1.66]]}

=====

ii | {"formula": "C2H3N3", "method": "ωB97M-V/def2-TZVPD", "gap_ev": [7.8, 7.8], "symbols": ["N", "N", "N", "C", "C", "H", "H", "H"], "xyz": [[-1.14, 0.78, 0.04], [1.26, -0.54, 0.17], [-1.08, -0.49, -0.07], [1.45, 0.66, 0.09], [-0.02, -1.17, 0.16], [1.47, 1.65, -0.02], [0.00, -2.15, -0.02], [-1.94, 1.27, -0.35]]}

=====

iii | {"formula": "C2H3N3", "method": "ωB97M-V/def2-TZVPD", "gap_ev": 10.4, "symbols": ["N", "N", "N", "C", "C", "H", "H", "H"], "xyz": [[-0.94, -0.68, 0.81], [0.73, -1.06, -0.59], [0.08, 2.41, -1.04], [0.00, -0.14, -0.20], [-0.16, 1.30, -0.72], [-0.95, 0.21, 1.43], [-0.37, -1.37, 1.36], [1.61, -0.67, -1.04]]}

=====

iv | {"formula": "C2H3N3", "method": "ωB97M-V/def2-TZVPD", "gap_ev": 11.1, "symbols": ["N", "N", "N", "C", "C", "H", "H", "H"], "xyz": [[-0.74, 0.67, 0.03], [0.52, 1.18, 0.15], [0.53, -1.07, -0.15], [-0.70, -0.66, -0.13], [1.23, 0.07, 0.04], [-1.54, 1.28, 0.04], [-1.57, -1.30, -0.21], [2.26, -0.17, 0.23]]}

=====

Decreasing stability: iv, i, iii, ii